# 1
ORCA calculation (ωB97M-V/def2-TZVPD) on C8H14 in the gas phase at a distorted geometry.

Cartesian coordinates (Å):
C -4.2876 0.3910 0.3572
C -2.9072 0.0952 0.8864
C -1.8225 -0.0145 0.1327
C -0.4650 -0.2753 0.6459
C 0.6484 -0.0412 -0.0421
C 2.0490 -0.2795 0.4836
C 3.1521 0.3398 -0.3688
C 3.2222 -0.2552 -1.7690
H -4.2670 0.8508 -0.6255
H -4.7894 1.1193 1.0040
H -4.9039 -0.5125 0.3486
H -2.8845 0.0255 1.9717
H -1.8764 0.0953 -0.9448
H -0.4328 -0.9038 1.5337
H 0.5811 0.6254 -0.8984
H 2.1132 -0.1007 1.5555
H 2.1707 -1.3752 0.3967
H 4.1043 0.1988 0.1553
H 2.9538 1.4179 -0.4536
H 3.4579 -1.3241 -1.7254
H 4.0698 0.1377 -2.3225
H 2.3015 -0.0694 -2.3240

Atoms 1-3, force components in eV/Å:
0.086 0.220 0.330
-0.793 0.265 -0.113
0.707 0.164 0.217

Calculated values
SMILES: C/C=C/C=C/CCC
charge: 0
relative energy (zero: lowest compared OMol25 entry of this formula, charge and spin): 28.34 kcal/mol
highest occupied orbital energy: -8.3 eV
frontier orbital gap: 9.6032 eV

Here are the Löwdin charges for atoms 1 to 4, given in e:
1. C -0.112
2. C -0.170
3. C -0.136
4. C -0.125

***

# 2
ORCA calculation (ωB97M-V/def2-TZVPD) on C8H14 in the gas phase at a distorted geometry.

Cartesian coordinates (Å):
C -0.9687 0.0474 2.8771
C -0.5908 -0.3053 1.6527
C -0.7892 -1.7310 1.3621
C 0.3393 0.4340 0.7900
C 1.2088 1.2658 1.4785
C -0.0771 0.5752 -0.6460
C 0.9764 0.3303 -1.8771
C 0.1846 0.1596 -3.1992
H -0.8830 1.0513 3.3417
H -1.9297 -0.4358 3.2556
H -0.1151 -2.0964 0.5054
H -0.6236 -2.5884 2.1841
H -1.7747 -2.0936 1.0370
H 1.2444 1.3253 2.6010
H 1.9857 1.8140 0.9026
H -0.9543 -0.0810 -0.8676
H -0.5218 1.5925 -0.8779
H 1.8025 0.9478 -2.0365
H 1.3471 -0.6447 -1.6207
H 0.8549 0.1245 -4.1223
H -0.2551 -0.7456 -3.3153
H -0.4607 1.0541 -3.4251

Atoms 1-3, force components in eV/Å:
-3.297 1.690 0.780
0.890 -0.896 1.536
0.288 -4.908 -1.419

Calculated values
SMILES: C=C(C)C(=C)CCC
charge: 0
relative energy (zero: lowest compared OMol25 entry of this formula, charge and spin): 75.84 kcal/mol
highest occupied orbital energy: -8.5 eV
frontier orbital gap: 9.2762 eV

Here are the Löwdin charges for atoms 1 to 4, given in e:
1. C 0.016
2. C -0.396
3. C -0.111
4. C -0.287

***

# 3
ORCA calculation (ωB97M-V/def2-TZVPD) on a 2-piece molecular cluster, C8H14 overall at a distorted geometry.

Cartesian coordinates (Å):
C -1.9157 1.8108 0.2033
C -1.4943 2.6389 -0.9675
C -0.5603 2.0083 -0.3309
C 0.8351 1.6843 -0.0975
C -0.8768 -1.5818 0.4026
C 1.6890 -1.4774 1.0921
C 0.9000 -1.7587 -1.2627
C 0.5849 -1.5036 0.0125
H -2.4134 2.2145 1.1238
H -1.8327 3.2570 -1.8312
H 1.0122 1.1089 0.7939
H 1.3981 2.6651 -0.1199
H 1.1214 1.1302 -1.0165
H -1.0307 -2.5148 0.9365
H -1.6288 -1.6596 -0.5286
H -1.1994 -0.7806 1.0983
H 2.1925 -0.4155 1.1369
H 1.2020 -1.6762 2.0165
H 2.3724 -2.2678 0.8516
H 0.0882 -2.0464 -1.8654
H 1.8647 -1.6299 -1.7079
H -2.3085 0.7944 0.0602

Atoms 1-3, force components in eV/Å:
-0.102 0.382 -0.271
-7.682 5.064 -5.069
5.917 -5.044 6.130

Calculated values
multiplicity: 3
charge: 0
relative energy (zero: lowest compared OMol25 entry of this formula, charge and spin): 67.87 kcal/mol
highest occupied orbital energy (alpha / beta): -4.6 / -9.1 eV
frontier orbital gap (alpha / beta): 5.5652 / 7.6025 eV

Here are the Löwdin charges for atoms 1 to 4, given in e:
1. C -0.081
2. C -0.053
3. C -0.332
4. C -0.070